(1)
114
Properties=species:S:1:pos:R:3:forces:R:3 method="wB97M-V/def2-TZVPD" total_charge=+1 e_lumo_ev=-4.47 gap_ev=5.06
C -3.634899 1.350651 4.249408 0.10 0.01 0.08
N -4.906627 1.282479 3.602784 -0.75 -0.28 -0.02
C -5.711143 0.097985 3.910523 0.13 0.29 0.43
C -7.171662 0.505171 3.653152 0.16 -0.11 -0.13
C -7.180145 2.046034 3.560660 0.13 0.16 0.01
C -5.712802 2.500113 3.661384 0.18 -0.10 0.30
H -3.065163 2.169719 3.805872 -0.06 -0.09 0.21
H -3.698965 1.525394 5.338064 -0.03 -0.05 -0.03
H -3.088797 0.415520 4.078578 0.04 0.15 0.10
H -5.387879 -0.749084 3.282342 -0.08 0.16 0.15
H -5.584997 -0.217265 4.966888 0.02 0.09 -0.24
H -7.517486 0.059557 2.716145 -0.10 0.05 0.17
H -7.815853 0.155407 4.466219 0.07 -0.02 -0.28
H -7.610716 2.386754 2.615468 -0.08 -0.07 0.19
H -7.755933 2.481057 4.384578 0.02 -0.04 -0.29
H -5.545119 3.045967 4.611729 -0.01 -0.14 -0.22
H -5.421424 3.176665 2.840805 -0.07 -0.14 0.19
C 4.037354 3.527943 -1.422189 -0.23 0.01 0.00
C 3.034436 3.146916 -2.325409 -0.11 0.04 0.15
C 1.786147 2.753065 -1.842929 0.39 -0.35 -0.11
C 1.547450 2.693615 -0.449516 -0.46 -0.66 0.32
C 0.312961 2.043494 0.049474 -1.04 0.88 -1.44
C -0.039420 2.217472 1.462750 -0.88 -0.34 0.89
C -1.306449 2.487388 1.944382 2.55 -0.97 -1.16
C -2.463720 2.380091 1.061084 -1.07 -0.49 -1.47
C -3.337555 1.281381 1.222160 0.55 0.62 0.50
C -4.572237 1.265868 0.596030 0.00 -0.22 -0.78
C -4.815302 2.130496 -0.471897 -0.06 0.26 0.41
C -3.864215 3.102669 -0.806240 0.24 -0.18 -0.01
C -2.686583 3.223707 -0.057780 -0.36 0.01 0.65
Pd 1.100284 0.081394 -0.520499 0.46 1.45 0.74
P 2.955733 -0.899520 0.330726 0.91 -0.67 0.18
C 3.600202 0.123738 1.687511 0.44 0.12 0.31
C 4.785904 0.869591 1.580385 -0.34 -0.10 0.20
C 5.178724 1.692353 2.638774 -0.13 -0.01 0.06
C 4.406552 1.765987 3.803796 0.05 0.06 -0.20
C 3.234542 1.009740 3.915999 0.00 -0.03 -0.15
C 2.834147 0.185287 2.864276 0.23 0.32 -0.01
C 2.735343 -2.508964 1.138341 0.25 -0.45 0.23
C 3.607358 -2.941480 2.155246 -0.30 -0.25 -0.07
C 3.397122 -4.173760 2.776628 -0.12 0.05 -0.12
C 2.304563 -4.968731 2.407194 0.03 0.21 -0.14
C 1.424722 -4.531324 1.410173 0.18 -0.08 0.07
C 1.650917 -3.317204 0.763244 0.17 0.10 0.20
C 4.315824 -1.026093 -0.863090 0.57 -0.31 -0.10
C 5.413078 -1.868449 -0.610007 -0.01 0.32 -0.31
C 6.494934 -1.884793 -1.492070 -0.16 0.10 -0.15
C 6.472781 -1.087675 -2.647336 -0.12 -0.06 0.25
C 5.363673 -0.279969 -2.920340 0.09 -0.08 0.00
C 4.286932 -0.248983 -2.035826 0.06 -0.17 0.36
P -0.173512 -1.008759 -2.050975 -1.28 1.08 0.24
C -0.362624 0.074894 -3.491401 0.02 -0.01 -0.78
C 0.278989 -0.219619 -4.709313 -0.28 0.43 0.30
C 0.276746 0.729733 -5.735913 -0.08 0.14 0.06
C -0.353269 1.967322 -5.556801 0.04 -0.17 0.10
C -1.035998 2.242328 -4.364592 -0.07 -0.37 0.08
C -1.069034 1.287546 -3.342583 0.42 0.01 -0.29
C 0.458797 -2.625714 -2.570278 0.03 -0.45 -0.31
C -0.347654 -3.779027 -2.501098 0.30 0.25 0.10
C 0.227376 -5.036910 -2.680267 0.10 0.04 -0.13
C 1.589052 -5.159852 -2.971373 -0.08 0.21 0.08
C 2.379460 -4.013838 -3.096235 -0.13 0.07 -0.16
C 1.814393 -2.750972 -2.924565 -0.18 -0.11 0.33
C -1.873234 -1.270313 -1.478542 -0.61 -0.36 -0.19
C -2.982730 -1.085859 -2.326084 0.10 -0.19 0.31
C -4.262766 -1.398386 -1.870402 -0.05 -0.03 0.11
C -4.443163 -1.943392 -0.596491 0.18 -0.04 -0.02
C -3.344280 -2.121088 0.249428 0.03 0.03 -0.09
C -2.066886 -1.753425 -0.173356 -0.23 0.11 -0.29
C 2.512134 3.219645 0.434872 0.44 -0.51 -0.10
C 3.760772 3.596860 -0.050894 -0.12 0.09 0.07
H 5.032592 3.790587 -1.790033 -0.35 -0.06 0.12
H 3.234719 3.135979 -3.401865 -0.10 0.05 0.44
H 0.994655 2.440519 -2.528056 0.30 0.05 0.18
H -0.513403 2.065129 -0.671375 0.20 0.29 0.48
H 0.781390 2.119337 2.183747 -0.33 0.30 -0.23
H -1.426957 2.676983 3.014780 0.06 -0.09 -0.46
H -3.002168 0.439586 1.836220 -0.48 0.55 0.18
H -5.332381 0.556499 0.932031 0.37 0.02 -0.38
H -5.752875 2.046406 -1.025871 0.27 0.18 0.19
H -4.055578 3.787710 -1.635613 0.14 -0.27 0.21
H -1.936430 3.977586 -0.310107 -0.38 -0.02 0.18
H 5.389691 0.813768 0.670563 -0.21 0.02 0.31
H 6.088708 2.289962 2.539959 -0.27 -0.23 0.12
H 4.716347 2.423888 4.619630 -0.10 -0.26 -0.26
H 2.622721 1.065819 4.819145 0.25 -0.03 -0.24
H 1.922557 -0.411450 2.953135 0.24 0.17 -0.02
H 4.439056 -2.309773 2.477449 -0.27 -0.18 -0.11
H 4.084142 -4.507174 3.557612 -0.25 0.08 -0.25
H 2.142618 -5.930952 2.896012 0.02 0.31 -0.12
H 0.558340 -5.135276 1.130982 0.31 0.14 0.08
H 0.976993 -2.983374 -0.029841 0.22 -0.11 0.29
H 5.413847 -2.506118 0.277143 0.07 0.23 -0.29
H 7.353349 -2.523649 -1.275709 -0.25 0.20 -0.14
H 7.321661 -1.103125 -3.333330 -0.27 0.00 0.20
H 5.325452 0.330192 -3.827731 0.09 -0.24 0.31
H 3.416711 0.380123 -2.254108 0.29 -0.21 0.15
H 0.765171 -1.187935 -4.844055 -0.10 0.34 -0.01
H 0.768174 0.497280 -6.683215 -0.15 0.11 0.30
H -0.326230 2.716772 -6.351008 -0.02 -0.28 0.24
H -1.556867 3.193817 -4.228243 0.17 -0.33 -0.09
H -1.623723 1.491650 -2.420738 0.18 -0.05 -0.28
H -1.416277 -3.686712 -2.298843 0.34 -0.06 0.06
H -0.393370 -5.928481 -2.592278 0.15 0.23 -0.08
H 2.033353 -6.146471 -3.113053 -0.14 0.29 0.09
H 3.441266 -4.095946 -3.330432 -0.29 -0.01 0.02
H 2.430574 -1.855795 -3.032258 -0.10 -0.29 0.14
H -2.850162 -0.701694 -3.340599 -0.02 -0.16 0.36
H -5.125745 -1.225021 -2.518439 0.30 -0.11 0.21
H -5.440686 -2.233678 -0.257458 0.32 0.14 -0.12
H -3.477960 -2.551611 1.242944 -0.01 0.18 -0.23
H -1.214430 -1.826616 0.505845 -0.18 -0.10 -0.18
H 2.291297 3.258885 1.503764 0.27 0.01 -0.38
H 4.530751 3.923796 0.652545 -0.28 -0.04 -0.30

---

(2)
125
Properties=species:S:1:pos:R:3:forces:R:3 method="wB97M-V/def2-TZVPD" spin_multiplicity=6 total_charge=+1 e_lumo_ev="-3.51 / -4.63" s_squared=8.805 gap_ev="4.97 / 6.96"
Ru -1.147928 -0.801173 0.520940 0.20 0.05 -0.11
C 0.964051 -3.776841 -4.654388 -0.01 -0.02 -0.03
C 1.956483 -4.237283 -3.794340 0.02 -0.03 -0.01
C 1.833167 -4.104601 -2.415413 0.01 -0.05 0.11
C 0.695094 -3.490640 -1.932851 -0.14 0.08 -0.41
C 0.303775 -3.089292 -0.579396 -0.13 -0.17 0.49
N -0.907097 -2.429961 -0.643247 0.22 -0.02 -0.29
C -1.298008 -2.346613 -1.963896 -0.47 -0.02 0.22
N -2.383460 -1.790701 -2.403571 0.21 -0.10 -0.37
C -3.105797 -0.908758 -1.701310 0.14 0.16 0.17
C -4.443157 -0.468421 -1.981790 -0.12 0.23 0.23
C -5.407207 -0.891605 -2.893887 0.02 -0.11 -0.09
C -6.624553 -0.238112 -2.899141 0.03 -0.04 -0.04
C -6.893011 0.814443 -2.010046 0.02 0.05 0.04
C -5.947803 1.241088 -1.097515 -0.06 0.08 0.03
C -4.714238 0.595684 -1.087576 0.08 -0.27 -0.13
C -3.537219 0.773299 -0.285637 0.10 -0.24 -0.12
N -3.330712 1.757637 0.603952 0.12 0.45 0.23
C -2.368198 1.750265 1.471967 -0.42 -0.41 -0.24
N -1.570967 0.671179 1.803133 0.14 0.38 0.03
C -0.729001 1.026826 2.840803 0.09 -0.55 0.19
N 0.088645 0.241183 3.467750 0.02 0.49 0.15
C 0.403457 -0.998718 3.049862 0.09 -0.11 -0.30
N 0.259228 -1.451621 1.759409 0.24 -0.32 0.57
C 0.803566 -2.707113 1.657389 -0.06 0.31 0.01
N 0.977905 -3.348242 0.495641 0.24 -0.12 -0.35
C 1.278798 -3.108377 2.951592 -0.10 0.22 0.23
C 1.841729 -4.291954 3.419147 0.05 -0.07 -0.09
C 2.122509 -4.385394 4.768175 0.00 -0.04 -0.03
C 1.875365 -3.313900 5.640001 -0.01 0.08 0.01
C 1.341843 -2.123396 5.185079 0.05 0.06 0.07
C 1.031000 -2.025319 3.830458 -0.02 -0.27 -0.22
C -0.961456 2.437861 3.161520 -0.27 0.36 -0.23
C -0.345072 3.296846 4.050954 0.07 -0.16 0.03
C -0.755811 4.624782 4.054820 0.02 0.02 -0.01
C -1.768800 5.068678 3.208775 0.00 0.07 0.04
C -2.403124 4.201838 2.327473 -0.09 -0.13 -0.10
C -1.978909 2.886459 2.307676 0.34 0.13 0.37
N -2.605974 -0.162102 -0.660809 -0.58 0.09 -0.38
C -0.301718 -3.024964 -2.797208 0.41 -0.18 0.08
C -0.185847 -3.165132 -4.165925 -0.13 0.03 0.02
H 1.091933 -3.894960 -5.722370 0.00 -0.01 0.01
H 2.843102 -4.699286 -4.208625 -0.02 -0.02 0.00
H 2.605188 -4.455605 -1.743191 -0.01 0.01 0.01
H -5.204401 -1.711302 -3.571113 0.01 0.04 -0.02
H -7.388025 -0.535735 -3.605729 0.00 -0.02 0.01
H -7.860107 1.297954 -2.047173 0.00 0.00 0.02
H -6.155282 2.045197 -0.403759 0.01 0.02 -0.03
H 2.044712 -5.108439 2.738466 -0.03 -0.02 0.04
H 2.533068 -5.303217 5.167254 0.04 0.01 -0.01
H 2.109399 -3.426977 6.690214 0.01 0.01 0.00
H 1.166827 -1.292204 5.855603 -0.03 -0.01 0.00
H 0.434116 2.943225 4.712714 0.03 0.00 -0.01
H -0.272704 5.329323 4.718782 -0.04 -0.01 0.03
H -2.063989 6.109225 3.240203 -0.01 -0.01 0.00
H -3.199872 4.534701 1.675241 0.02 0.02 -0.01
H -0.960962 -2.804865 -4.829360 0.01 0.02 0.00
N -6.559397 -3.552190 0.066643 -0.07 -0.01 -0.14
C -5.952242 -4.299739 1.021855 0.06 0.04 0.02
O -6.298390 -5.426466 1.306781 -0.03 0.07 0.01
C -4.787644 -3.658978 1.726033 0.03 -0.06 0.08
C -4.495382 -4.066401 3.023039 0.03 0.02 -0.02
C -3.408153 -3.509009 3.671587 -0.04 -0.01 -0.05
C -2.632255 -2.583912 2.990543 -0.15 -0.10 0.11
N -2.893447 -2.209576 1.739896 0.32 0.14 -0.01
C -3.950718 -2.733675 1.125438 -0.14 0.02 -0.07
H -7.363009 -3.951687 -0.388247 0.00 -0.02 -0.01
H -6.371812 -2.576362 -0.080243 0.05 0.00 0.08
H -5.121006 -4.812444 3.494711 -0.01 -0.01 -0.02
H -3.156580 -3.786568 4.685490 0.02 0.00 -0.01
H -1.774543 -2.132559 3.473151 0.03 0.03 -0.03
H -4.127204 -2.409151 0.104578 0.07 -0.03 0.00
O 0.779149 -0.136866 -0.976793 -0.35 -0.24 0.35
P 1.752715 0.932143 -1.410943 0.32 0.38 -0.48
C 2.968953 1.306852 -0.076570 -0.44 -0.01 -0.29
C 2.454454 2.335432 0.949617 0.07 -0.14 0.10
C 3.168305 2.168097 2.305320 0.07 0.07 -0.09
C 4.579570 1.618397 2.112212 -0.11 -0.05 0.06
C 4.513745 0.182681 1.568535 -0.05 0.14 -0.05
C 3.297619 -0.004803 0.648279 0.14 -0.03 0.01
C 0.818626 2.414712 -2.003480 0.20 -0.26 0.27
C 1.521630 3.786224 -1.857613 0.04 0.03 0.07
C 0.765785 4.704495 -0.896154 -0.11 -0.02 -0.08
C -0.659605 4.967105 -1.393903 0.06 -0.10 -0.03
C -1.336585 3.670319 -1.893396 0.04 0.05 0.10
C -0.592043 2.428888 -1.408497 -0.10 0.15 -0.09
C 2.615708 0.366913 -2.942078 -0.12 0.05 0.25
C 3.514252 -0.865491 -2.760099 0.01 0.01 0.13
C 4.943741 -0.533915 -2.327960 -0.02 0.02 -0.18
C 5.580075 0.487882 -3.267586 -0.08 0.06 0.17
C 4.743269 1.764152 -3.292344 -0.02 -0.11 -0.16
C 3.322209 1.455465 -3.765300 0.09 0.08 0.13
H 3.872682 1.689219 -0.555321 -0.03 0.01 -0.02
H 1.372418 2.212915 1.083691 0.01 0.05 0.05
H 2.622388 3.345899 0.576478 -0.02 -0.06 0.02
H 2.611177 1.481755 2.945796 -0.09 -0.01 0.07
H 3.203156 3.133176 2.813666 -0.06 -0.03 0.05
H 5.122568 1.643552 3.057442 0.06 0.00 -0.04
H 5.124982 2.260540 1.414514 0.03 0.02 0.03
H 4.442077 -0.526164 2.396558 0.04 -0.02 -0.02
H 5.432203 -0.045418 1.022773 0.01 -0.05 0.04
H 2.419800 -0.277560 1.228333 -0.10 -0.07 0.06
H 3.469393 -0.824286 -0.050493 -0.06 -0.02 0.09
H 0.696491 2.185679 -3.067717 -0.01 0.05 -0.01
H 1.569764 4.276191 -2.833611 0.03 -0.03 -0.01
H 2.554691 3.666297 -1.521903 0.02 0.03 -0.10
H 1.304894 5.646800 -0.786338 0.01 0.00 0.04
H 0.720450 4.244308 0.094096 0.03 0.08 -0.02
H -0.630561 5.698541 -2.203799 -0.03 0.04 0.03
H -1.243369 5.408381 -0.583920 0.00 0.03 -0.02
H -1.353364 3.651362 -2.986737 -0.03 0.00 0.00
H -2.375199 3.630644 -1.559477 -0.01 0.00 -0.04
H -1.117438 1.527732 -1.715388 0.00 -0.03 0.04
H -0.555994 2.430563 -0.314455 0.02 -0.07 0.01
H 1.730537 0.040760 -3.506273 -0.01 0.01 0.02
H 3.562065 -1.382747 -3.724016 -0.03 -0.02 0.01
H 3.046539 -1.559309 -2.057215 -0.01 -0.05 -0.06
H 5.530386 -1.454882 -2.316729 0.01 0.01 0.07
H 4.954039 -0.131271 -1.312095 0.07 -0.05 -0.04
H 5.624373 0.073473 -4.279800 0.06 0.00 -0.01
H 6.602716 0.704157 -2.954217 0.01 -0.01 -0.04
H 5.186254 2.499493 -3.966649 0.01 0.02 0.04
H 4.729183 2.215965 -2.296072 0.04 0.04 -0.03
H 3.391989 1.085179 -4.793017 -0.06 0.04 -0.02
H 2.734425 2.374267 -3.796306 -0.03 -0.04 -0.09